Molecular formula: C2H9N3
Method: DFT, ωB97M-V/def2-TZVPD

Output
Total charge: +2
Kohn-Sham gap: 11.50 eV
Energy above the lowest of the compared OMol25 structures with the same formula, charge and spin: 154.3 kJ/mol
E_tot: -6670.8373 eV

Geometry (Å):
C 1.73654 -0.31574 0.52031
C -0.72796 -0.02719 -0.78317
N 0.51630 -0.74658 0.39881
N 2.39599 0.57017 -0.12096
N -1.95322 0.07212 0.05549
H 2.34943 -0.98721 1.01275
H -0.83350 -0.87949 -1.50652
H -0.21309 0.84110 -1.19803
H 0.21480 -1.58925 0.83961
H 3.39324 0.64388 0.10374
H 2.05962 1.30637 -0.81464
H -1.69633 -0.41951 0.84830
H -2.71899 -0.32298 -0.37061
H -2.21532 0.98375 0.30733

Atomic charges from the Mulliken analysis, expressed in e, are listed below: 0.17 -0.29 -0.33 -0.28 -0.12 0.38 0.35 0.31 0.28 0.28 0.24 0.33 0.34 0.34